Molecular formula: C9H14N2O
Method: DFT, ωB97M-V/def2-TZVPD

Last column: natural (NBO) charge in e.
Atoms and positions in Å:
O -1.6775 3.1110 -0.1786  -0.549
N -0.5117 2.4856 -0.4822  -0.083
C 0.0443 1.7523 0.3744  -0.002
C 1.3357 1.1512 0.1601  0.073
C 2.2853 1.2338 -0.8137  -0.260
C 3.3969 0.4418 -0.4365  -0.280
C 3.1732 -0.0856 0.7792  -0.064
N 1.8775 0.3847 1.1726  -0.505
H -1.8981 3.2413 0.7543  0.447
H -0.3381 1.6783 1.3279  0.168
H 2.2610 1.8098 -1.7314  0.230
H 4.2245 0.4611 -0.9851  0.211
H 3.7610 -0.7511 1.2899  0.210
H 1.5371 0.3109 2.0755  0.404
C -1.5471 -0.8362 1.2678  -0.426
C -1.2362 -0.6708 0.0123  0.025
C -2.3974 -0.3218 -0.9050  -0.639
C -0.2123 -1.2703 -0.7237  -0.649
H -2.5489 -0.4749 1.6147  0.184
H -1.0104 -1.3327 2.0125  0.190
H -2.1088 -0.1892 -1.9111  0.215
H -3.1064 -1.2297 -0.9084  0.213
H -3.0418 0.4323 -0.4435  0.220
H 0.3874 -2.0078 -0.0987  0.214
H 0.3332 -0.5468 -1.2201  0.236
H -0.6788 -1.9661 -1.5416  0.216

The calculation puts the max |F| at 5.6 eV/A. For the HOMO-LUMO gap, the calculation gives 8.9 eV. The highest occupied orbital energy comes out at -8.12 eV. Its structure (SMILES) is O/N=C/c1ccc[nH]1.C=C(C)C. The energy above the lowest of the compared OMol25 structures with the same formula, charge and spin is 95.66 kcal/mol. The total charge is 0. The calculation puts the electronic energy at -14583.43378 eV.

***

Molecular formula: C9H14N2O2
Method: DFT, ωB97M-V/def2-TZVPD

Last column: natural (NBO) charge in e.
Atoms and positions in Å:
O -1.0574 2.7090 -0.9183  -0.566
C -0.4735 1.8410 -1.4539  0.645
C 0.8845 1.8895 -2.0545  -0.384
C 1.5029 0.7051 -2.2756  0.070
N 0.8394 -0.6154 -2.0166  -0.686
C -0.6564 -0.4854 -2.0981  0.787
O -1.4364 -1.4913 -2.2913  -0.618
N -1.2271 0.7270 -1.7199  -0.659
H 1.5378 2.8227 -1.8467  0.265
H 2.5217 0.6779 -2.6440  0.223
H 1.0252 -1.7080 -2.4409  0.472
H -2.1910 0.8170 -1.2407  0.462
C 0.2680 -1.6327 1.6656  -0.391
C 1.0839 -0.6931 1.0590  -0.443
C 0.4793 0.4631 1.9068  -0.410
C -1.0114 0.3175 1.7828  -0.446
C -1.2223 -1.0657 1.2712  -0.405
H 0.1820 -2.8244 1.5454  0.189
H 0.1932 -1.7149 2.7038  0.198
H 1.0326 -0.7191 0.0667  0.226
H 2.2079 -0.8893 1.1607  0.201
H 1.1752 1.3453 1.4667  0.213
H 0.5011 0.4481 3.0681  0.222
H -1.3172 1.1274 0.9662  0.205
H -1.5053 0.6996 2.7461  0.217
H -1.2861 -1.0481 0.0592  0.190
H -2.0507 -1.7028 1.5320  0.223

The calculation puts the max |F| at 10.2 eV/A. For the HOMO-LUMO gap, the calculation gives 9.9 eV. The highest occupied orbital energy comes out at -9.65 eV. Its structure (SMILES) is O=c1cc[nH]c(=O)[nH]1.C1CCCC1. The energy above the lowest of the compared OMol25 structures with the same formula, charge and spin is 123.27 kcal/mol. The total charge is 0. The calculation puts the electronic energy at -16630.73322 eV.

***

Molecular formula: C9H14N2O4
Method: DFT, ωB97M-V/def2-TZVPD

Last column: natural (NBO) charge in e.
Atoms and positions in Å:
C 2.4181 1.5037 0.8738  -0.289
C 2.7237 0.1397 1.0880  -0.369
C 1.2365 1.7882 0.3088  0.541
C 1.6244 -0.5747 0.5951  0.490
C 0.7067 1.4756 3.6882  1.018
C -1.2234 -2.0333 -1.6900  -0.642
C -1.8429 0.2320 -2.5977  -0.616
C -0.8020 -0.4969 -1.6768  -0.261
C -0.5385 0.3059 -0.3664  0.003
N 0.7167 0.3659 0.1258  -0.489
N -1.3195 -0.1283 1.1026  -0.941
O 1.3740 2.3099 4.0377  -0.483
O -0.0593 0.6986 3.3903  -0.571
O 0.6009 2.7351 -0.0377  -0.537
O 1.3460 -1.9409 0.5992  -0.704
H 3.0632 2.3082 1.2069  0.226
H 3.5331 -0.2519 1.6961  0.242
H -2.3335 -2.2339 -1.7003  0.202
H -0.8554 -2.5438 -0.8358  0.206
H -0.7658 -2.6630 -2.4900  0.211
H -1.7417 0.0782 -3.6864  0.227
H -2.8210 0.0101 -2.1991  0.206
H -1.7110 1.3694 -2.5241  0.207
H 0.1351 -0.7073 -2.1786  0.205
H -1.0740 -1.1220 1.1993  0.396
H -0.8451 0.4104 1.7408  0.412
H -2.2939 0.0920 1.1147  0.367
H -1.0429 1.2193 -0.5676  0.234
H 1.7916 -2.3463 -0.2169  0.508

The calculation puts the max |F| at 5.8 eV/A. As for the expectation value of S²: 2.014. For the HOMO-LUMO gap (alpha / beta), the calculation gives 3.6 / 8.3 eV. The highest occupied orbital energy (alpha / beta) comes out at -3.22 / -9.55 eV. As for the spin multiplicity: 3. The energy above the lowest of the compared OMol25 structures with the same formula, charge and spin is 0.00 kcal/mol. The total charge is 0. The calculation puts the electronic energy at -20724.68053 eV.

***

Molecular formula: C9H14N2OS
Method: DFT, ωB97M-V/def2-TZVPD

Last column: natural (NBO) charge in e.
Atoms and positions in Å:
C -0.3668 -2.2498 1.3853  -0.395
N -0.7578 -1.1823 0.4580  -0.517
C -2.0957 -0.8041 -0.0504  -0.200
C -1.9089 -0.2584 -1.4004  -0.447
C -1.2454 1.0698 -1.2143  -0.186
N -0.1406 0.8497 -0.3651  -0.519
C 0.8472 1.9228 -0.1717  -0.206
C 1.6542 1.5242 1.0659  -0.433
C 1.7957 0.0622 0.7989  -0.306
C 2.5815 -0.3392 -0.4203  0.363
O 3.6374 0.1111 -0.7744  -0.568
S 1.5363 -1.3070 -1.3722  -0.028
C 0.2650 -0.3729 0.0067  0.473
H -0.5972 -2.1612 2.5150  0.183
H 0.7445 -2.3068 1.3253  0.225
H -0.9723 -3.1178 1.0690  0.200
H -2.4858 -0.0148 0.5823  0.188
H -2.7804 -1.7137 -0.0408  0.215
H -2.7523 -0.0971 -2.0910  0.232
H -1.2974 -0.8723 -2.0047  0.226
H -0.8867 1.5975 -2.1442  0.194
H -2.0002 1.8314 -0.8106  0.181
H 0.1761 2.7830 -0.0003  0.212
H 1.4493 1.8587 -1.1136  0.209
H 2.5192 2.1137 1.1302  0.244
H 0.9618 1.5867 1.9188  0.214
H 2.1193 -0.5133 1.7185  0.246

The calculation puts the max |F| at 3.3 eV/A. For the HOMO-LUMO gap, the calculation gives 8.7 eV. The highest occupied orbital energy comes out at -7.99 eV. Its structure (SMILES) is CN1CCCN2CC[C@@H]3C(=O)S[C@]312. The energy above the lowest of the compared OMol25 structures with the same formula, charge and spin is 82.95 kcal/mol. The total charge is 0. The calculation puts the electronic energy at -25420.75295 eV.

***

Molecular formula: C9H14N2PSV
Method: DFT, ωB97M-V/def2-TZVPD

Last column: natural (NBO) charge in e.
Atoms and positions in Å:
C -2.0057 -0.4712 -2.2448  -0.324
C -1.0298 -0.1636 -3.2490  -0.382
C -0.7795 1.2262 -3.1896  -0.403
C -1.2947 1.9055 -1.9667  -0.450
C -2.3064 0.7008 -1.4960  -0.394
V -0.3291 0.3674 -1.5247  0.397
P 2.6212 0.3649 -1.5867  -0.038
H -2.2614 -1.5901 -2.2183  0.233
H -0.5674 -0.9263 -3.8277  0.217
H -0.0036 1.5982 -3.8532  0.198
H -3.0031 0.7250 -0.6136  0.212
H -0.9778 2.9731 -1.9097  0.226
H 3.0984 1.4874 -0.8318  0.010
H 2.8622 0.9595 -2.8699  -0.021
H 3.8774 -0.3451 -1.5119  -0.002
C -1.4960 0.2076 2.5490  -0.421
N -0.2519 -0.6011 2.6490  -0.369
C 0.7502 -0.3778 3.5638  -0.140
C 1.8192 -1.1538 3.2223  -0.307
N 1.5129 -1.7066 1.9865  -0.616
C 0.2750 -1.2766 1.5737  0.179
S -0.4837 -1.5050 0.0906  -0.266
H -1.4362 1.1843 2.0009  0.222
H -2.2070 -0.4755 2.0932  0.238
H -1.7858 0.3172 3.5894  0.194
H 0.5135 0.1710 4.4600  0.214
H 2.7360 -1.3423 3.7395  0.220
H 2.1529 -2.2532 1.3758  0.373

The calculation puts the max |F| at 9.1 eV/A. As for the expectation value of S²: 3.777. For the HOMO-LUMO gap (alpha / beta), the calculation gives 2.8 / 5.2 eV. The highest occupied orbital energy (alpha / beta) comes out at 0.32 / -2.18 eV. As for the spin multiplicity: 4. The energy above the lowest of the compared OMol25 structures with the same formula, charge and spin is 0.00 kcal/mol. The total charge is -1. The calculation puts the electronic energy at -58345.31876 eV.

***

Molecular formula: C9H14N2PTc
Method: DFT, ωB97M-V/def2-TZVPD

Last column: natural (NBO) charge in e.
Atoms and positions in Å:
C -0.5246 -1.4415 -1.0912  -0.362
C -1.2217 -1.0731 -2.2336  -0.258
C -2.1320 -0.0007 -2.2362  -0.209
C -2.3694 0.7432 -1.0672  -0.292
C -1.7205 0.4693 0.1521  -0.330
Tc 0.0814 0.3290 -0.5143  0.619
P 1.8846 -0.9961 0.1459  0.271
H -0.0393 -2.4283 -1.0437  0.210
H -1.0878 -1.6576 -3.1493  0.241
H -2.6829 0.2343 -3.1505  0.242
H -2.1803 0.8801 1.0649  0.224
H -3.1027 1.5596 -1.0966  0.242
H 3.1527 -0.3453 0.1147  0.045
H 2.2598 -2.0713 -0.6867  0.051
H 1.9701 -1.7234 1.3657  0.054
C 2.3955 2.2700 4.1826  -0.413
N 1.5034 2.1526 3.0496  -0.305
C 0.5378 3.0783 2.6856  -0.060
C -0.0417 2.6199 1.5375  -0.052
N 0.5504 1.3870 1.2191  -0.530
C 1.4786 1.1348 2.1582  0.213
H 2.9633 3.2088 4.1129  0.232
H 1.8185 2.2834 5.1188  0.231
H 3.1056 1.4292 4.2061  0.228
H 0.3627 3.9670 3.2600  0.246
H -0.8462 3.0507 0.9632  0.243
H 2.1400 0.2739 2.2332  0.218

The calculation puts the max |F| at 2.8 eV/A. As for the expectation value of S²: 3.796. For the HOMO-LUMO gap (alpha / beta), the calculation gives 5.9 / 8.0 eV. The highest occupied orbital energy (alpha / beta) comes out at -9.83 / -12.11 eV. As for the spin multiplicity: 4. The energy above the lowest of the compared OMol25 structures with the same formula, charge and spin is 69.96 kcal/mol. The total charge is +1. The calculation puts the electronic energy at -24015.76755 eV.